(1)
{
  "formula": "C9H26O14S",
  "method": "ωB97M-V/def2-TZVPD",
  "mol_weight_da": 390.36,
  "total_energy_ev": -49242.5681,
  "gap_ev": 9.91,
  "de_lowest_kcal_mol": 286.67,
  "elements": ["O", "S", "O", "O", "C", "C", "C", "H", "H", "H", "H", "H", "H", "H", "H", "O", "H", "H", "O", "H", "H", "O", "H", "H", "O", "H", "H", "O", "H", "H", "C", "C", "O", "C", "O", "O", "H", "H", "H", "H", "C", "C", "O", "C", "O", "O", "H", "H", "H", "H"],
  "coordinates": [[2.28068, 2.54251, -0.23221], [1.31912, 2.48026, -1.33296], [0.30841, 3.56301, -1.45050], [2.17503, 2.48072, -2.83232], [3.49482, 2.02206, -2.93330], [4.18167, 2.49025, -4.26349], [0.55432, 0.76525, -1.49675], [3.39220, 0.94436, -2.80626], [3.99420, 2.49806, -2.08941], [3.57683, 2.01586, -5.03630], [5.20874, 2.27171, -4.55588], [3.91658, 3.54675, -4.30400], [-0.03114, 0.75216, -2.41608], [-0.07476, 0.63721, -0.61587], [1.42414, 0.11819, -1.38340], [-0.08593, -0.98151, 1.77328], [-0.16486, -1.61932, 2.48264], [0.82381, -0.68689, 1.81557], [1.80976, -1.43055, 0.62520], [1.90856, -1.70441, -0.28665], [0.87272, -1.51566, 0.80115], [-1.89574, -1.72691, 2.68360], [-2.62937, -1.12648, 2.55129], [-1.28665, -1.52158, 1.97432], [-2.90991, 0.10840, 1.60940], [-2.11218, -0.01173, 1.09420], [-3.05586, 1.05441, 1.60870], [-1.10734, -0.07176, 0.18450], [-0.36459, -0.35784, 0.71621], [-1.02967, -0.57433, -0.62644], [-2.14939, -4.07342, -1.31444], [-1.87790, -3.46873, -2.67787], [-0.69409, -2.67287, -2.30170], [-0.54812, -2.46485, -0.96949], [0.12426, -1.54537, -0.56116], [-1.37816, -3.33005, -0.36968], [-1.88538, -5.11974, -1.16079], [-3.18832, -3.87402, -1.05182], [-2.70194, -2.86458, -3.05743], [-1.60810, -4.27903, -3.35514], [-1.84358, 1.95942, 3.25560], [-0.70462, 0.90938, 2.99038], [0.33075, 1.39478, 3.86733], [-0.04532, 2.35704, 4.62534], [0.74594, 3.00013, 5.37072], [-1.36299, 2.43462, 4.46922], [-2.81575, 1.46680, 3.27346], [-1.79729, 2.57290, 2.35583], [-0.20223, 0.74899, 2.03645], [-0.89135, -0.11366, 3.31695]],
  "atomic_forces_ev_per_a": [[-1.31, -0.46, -1.58], [-0.15, 1.11, -1.28], [2.21, -2.76, 0.02], [-2.72, 1.33, 0.74], [1.67, -0.11, 0.93], [-2.59, -0.31, 0.15], [2.05, 2.96, 0.09], [0.90, -0.24, -0.13], [0.57, -0.56, 0.12], [-0.03, 0.09, -0.36], [0.06, 0.00, 1.03], [0.55, 0.15, -0.25], [0.41, -0.12, -0.06], [0.98, 1.46, -1.10], [-0.15, 0.15, -0.67], [5.51, -2.73, 3.45], [0.92, -0.54, 1.26], [1.22, 0.85, 0.95], [4.34, -0.19, 1.04], [0.69, 0.13, 0.30], [1.20, -1.51, -0.89], [-1.02, -3.04, 1.45], [-0.57, 0.25, 0.19], [-3.63, -0.73, -0.29], [-3.32, 1.22, 1.01], [0.29, 0.00, -1.16], [-0.45, -0.03, -0.35], [-3.94, 3.14, -1.73], [-0.97, 0.41, -1.10], [-1.10, 0.87, 0.25], [-1.25, -0.06, 0.71], [1.56, -0.43, 1.47], [0.13, 0.67, -1.66], [-1.77, -1.54, -2.66], [-1.70, -5.73, -4.11], [1.19, 1.30, 1.43], [-0.10, 0.08, -0.34], [0.02, -0.48, 0.24], [0.42, 0.24, 0.02], [0.24, 0.56, -0.31], [2.04, -2.63, -1.52], [0.22, 0.40, 1.55], [2.26, -1.75, -1.78], [2.97, 2.30, 2.80], [-3.83, -2.13, -2.52], [-2.39, 3.30, 1.73], [0.30, 0.43, 1.12], [-0.12, 1.28, 0.57], [-1.01, 2.33, 0.61], [-0.79, 1.07, 0.62]]
}

(2)
{
  "formula": "C9H26O4",
  "method": "ωB97M-V/def2-TZVPD",
  "mol_weight_da": 198.30,
  "s_squared": 0.76,
  "total_energy_ev": -17933.8178,
  "spin_multiplicity": 2,
  "gap_ev": [9.40, 2.64],
  "de_lowest_kcal_mol": 0.00,
  "total_charge": 1,
  "elements": ["O", "H", "H", "C", "C", "C", "O", "H", "H", "H", "H", "H", "H", "H", "H", "C", "C", "C", "O", "H", "H", "H", "H", "H", "H", "H", "H", "C", "C", "C", "O", "H", "H", "H", "H", "H", "H", "H", "H"],
  "coordinates": [[2.81213, 4.23495, -1.39435], [2.23467, 4.98964, -1.27935], [2.75021, 4.02519, -2.32623], [-0.19725, -5.12082, 0.81390], [1.27905, -5.32777, 0.96236], [2.02891, -5.14080, -0.32051], [1.71813, -4.38439, 1.89657], [-0.56479, -4.96227, 1.82774], [-0.76662, -5.93477, 0.36512], [-0.44782, -4.20035, 0.28659], [1.41136, -6.29081, 1.45545], [1.58614, -5.82652, -1.04291], [3.11359, -5.15049, -0.21338], [1.92282, -4.12151, -0.69187], [1.44671, -3.58691, 1.43618], [-3.52497, 1.99107, -1.86716], [-2.45286, 2.75952, -1.10711], [-1.68690, 3.79115, -1.92930], [-2.93029, 3.37001, 0.03252], [-3.05410, 1.64804, -2.78842], [-4.40440, 2.60647, -2.05686], [-3.78830, 1.06503, -1.35607], [-1.68283, 2.01754, -0.89594], [-2.49222, 4.32959, -2.42895], [-1.19979, 3.36401, -2.80588], [-1.01110, 4.45136, -1.38569], [-3.70100, 2.88010, 0.32848], [1.01258, -0.37359, 1.58291], [0.55919, 1.06921, 1.13082], [1.23814, 2.16821, 1.94789], [0.82802, 1.23427, -0.23036], [0.60319, -1.13015, 0.91349], [0.64061, -0.49114, 2.60071], [2.09119, -0.51327, 1.51088], [-0.52919, 1.12034, 1.16102], [1.20772, 2.02640, 3.02819], [0.77359, 3.14127, 1.78839], [2.24744, 2.11871, 1.53926], [0.92904, 2.15347, -0.48812]],
  "atomic_forces_ev_per_a": [[-0.27, -0.44, 0.34], [-0.03, 0.37, 0.04], [0.15, -0.02, -0.35], [-1.13, 0.04, 0.34], [-0.18, -0.55, 0.14], [0.18, 0.00, -0.38], [0.46, 0.92, 0.54], [-0.26, -0.25, 0.04], [0.19, -0.05, -0.11], [0.17, 0.14, -0.35], [0.39, -0.21, -0.36], [0.65, -0.02, -0.36], [-0.01, -0.98, 0.06], [-0.74, 0.24, -0.08], [0.28, 0.74, 0.51], [0.63, -0.35, -0.16], [-0.06, 0.71, -0.86], [-0.90, 0.11, -1.10], [0.45, -0.16, 0.30], [-0.28, 0.17, -0.25], [0.07, -0.03, -0.08], [-0.26, 0.14, 0.25], [0.90, -0.94, 0.76], [0.05, 0.83, 0.25], [0.40, -0.45, 0.38], [-0.27, -0.14, 0.12], [-0.38, -0.05, 0.34], [-0.71, 0.82, -0.76], [1.45, -0.99, 0.87], [-0.37, 0.02, -0.51], [-0.61, -0.84, -0.42], [-0.36, 0.03, 0.16], [0.18, -0.26, -0.10], [0.06, 0.47, 0.27], [-0.74, -0.06, 0.47], [0.10, -0.46, -0.18], [0.17, 0.11, -0.30], [0.27, 0.54, 0.56], [0.36, 0.87, -0.03]]
}

(3)
{
  "formula": "C9H27BrCoN4O4",
  "method": "ωB97M-V/def2-TZVPD",
  "mol_weight_da": 394.18,
  "s_squared": 3.76,
  "total_energy_ev": -131591.9423,
  "spin_multiplicity": 4,
  "gap_ev": [7.75, 7.73],
  "de_lowest_kcal_mol": 28.57,
  "elements": ["Co", "Br", "O", "H", "C", "C", "C", "O", "C", "N", "H", "H", "H", "H", "H", "H", "H", "H", "H", "H", "H", "C", "C", "C", "O", "C", "N", "H", "H", "H", "H", "H", "H", "H", "H", "H", "H", "H", "C", "O", "N", "N", "H", "H", "H", "H"],
  "coordinates": [[0.16876, -1.06456, 1.32512], [0.23826, -3.50907, 0.85222], [-0.77524, -0.71284, 3.04383], [-1.66484, -1.01970, 3.22350], [3.72294, 0.42598, 3.27006], [2.26821, 0.21813, 2.88377], [1.78071, 1.41040, 2.04344], [0.46894, 1.17645, 1.53753], [-0.26929, 2.34471, 1.21582], [2.19457, -1.06361, 2.08617], [3.89749, 1.19334, 4.02502], [4.30301, 0.61072, 2.36442], [4.11062, -0.49341, 3.71379], [1.50521, 0.14731, 3.66021], [2.39867, 1.71769, 1.19105], [1.73196, 2.28120, 2.70606], [0.25219, 2.93288, 0.45530], [-0.38759, 2.94057, 2.12340], [-1.25512, 2.08044, 0.85643], [2.75239, -1.77053, 2.55621], [2.82754, -0.84850, 1.31289], [-3.16798, -1.95488, -0.88378], [-1.93406, -1.09645, -1.11946], [-2.06528, -0.33118, -2.41077], [-3.04595, 0.71573, -2.23937], [-2.75127, 1.98059, -2.77001], [-1.69054, -0.22121, 0.06526], [-4.12631, -1.44875, -1.02275], [-3.23103, -2.25486, 0.16435], [-3.13516, -2.85013, -1.50568], [-1.09438, -1.76464, -1.32832], [-2.40661, -0.94265, -3.24635], [-1.11776, 0.14689, -2.68498], [-3.49386, 2.72267, -2.47447], [-2.90078, 1.99440, -3.85786], [-1.72839, 2.23561, -2.48098], [-2.09136, 0.60854, -0.37454], [-2.34252, -0.44256, 0.81111], [1.41845, -0.75524, -1.83696], [1.16367, -0.71717, -0.63364], [1.84976, 0.34625, -2.52047], [1.32994, -1.83949, -2.61988], [1.72399, 1.27131, -2.15559], [2.17770, 0.14350, -3.44331], [1.38413, -1.81794, -3.61935], [1.00623, -2.72598, -2.25842]],
  "atomic_forces_ev_per_a": [[-0.77, 0.02, 0.91], [-0.23, -0.11, -0.31], [0.47, 0.02, -0.73], [0.03, -0.27, -0.04], [-0.11, -0.21, 0.72], [-0.23, -0.18, -0.96], [-0.75, 0.44, -0.10], [0.26, -0.20, -0.08], [0.56, -0.14, 0.50], [0.64, 1.80, -0.31], [-0.07, 0.26, -0.25], [0.10, 0.21, 0.09], [0.00, -0.03, 0.00], [0.42, -0.24, 0.42], [0.48, -0.39, 0.04], [0.13, 0.00, 0.16], [0.03, 0.09, -0.07], [-0.01, 0.17, -0.02], [0.06, -0.25, 0.01], [-0.75, -0.35, 0.41], [-0.40, -0.25, -0.50], [-0.42, -0.37, 0.39], [-0.57, -1.36, 0.24], [-0.45, 1.84, -0.16], [-0.42, -0.36, 0.58], [-0.09, -0.32, -0.81], [-0.14, -0.12, -1.80], [0.20, 0.32, -0.46], [0.42, -0.39, -0.07], [-0.14, -0.02, 0.06], [0.07, -0.07, 0.63], [0.20, -0.37, 0.11], [0.12, -0.08, -0.01], [0.17, -0.17, 0.80], [0.63, -0.20, -0.15], [-0.05, 0.53, -0.22], [0.33, 0.70, 0.95], [0.00, -0.21, -0.02], [-0.10, 0.84, 0.85], [0.24, 0.20, -0.73], [0.01, -0.46, -0.06], [-0.35, -1.65, -0.20], [0.16, -0.06, -0.01], [0.10, 0.79, -0.26], [0.07, 0.37, -0.09], [0.11, 0.22, 0.56]]
}

Question: Which formula does entry 3 have?
Answer: C9H27BrCoN4O4